[1]
This record from the OMol25 dataset describes the molecule C22H26ClNO. The level of theory is the ωB97M-V functional and the def2-TZVPD basis.

Geometry as XYZ:
```
51
Properties=species:S:1:pos:R:3:forces:R:3:mulliken_charge:R:1
O -1.61693 -1.88061 -0.39941 -0.100 -0.315 0.312 -0.600
H -2.54985 -1.96801 -0.16814 0.107 -0.045 -0.003 0.373
C -1.47526 -0.83614 -1.32718 0.099 0.346 -0.193 -1.291
C -1.90609 0.55750 -0.81665 -0.114 0.017 0.016 1.863
C -1.27631 1.64737 -1.70118 0.191 -0.211 0.033 -1.536
C 0.23065 1.79482 -1.49488 -0.191 0.112 -0.117 -0.582
N 0.50749 2.04730 -0.09762 -0.002 0.059 -0.015 0.051
C 1.86760 2.48148 0.17872 0.011 0.060 0.017 -1.388
C 2.92624 1.44361 -0.05766 -0.024 0.045 0.221 -0.012
C 3.70241 0.94741 0.90198 -0.297 0.325 -0.189 -0.280
C 4.74251 -0.06069 0.74286 0.384 -0.350 0.011 0.847
C 4.82870 -0.88917 -0.37662 -0.040 0.069 0.070 -0.432
C 5.83735 -1.82656 -0.48602 0.023 -0.033 -0.087 -0.631
C 6.78333 -1.95803 0.51750 0.077 -0.030 0.048 -0.431
C 6.70717 -1.14842 1.63854 0.126 -0.100 0.018 -0.519
C 5.69509 -0.21515 1.75163 -0.161 0.072 -0.103 -0.463
H 5.64066 0.41372 2.62948 -0.026 0.058 0.073 0.335
H 7.43837 -1.24782 2.42793 0.046 -0.005 0.053 0.371
H 7.57171 -2.69081 0.42829 0.054 -0.057 -0.003 0.371
H 5.88605 -2.46227 -1.35851 -0.006 -0.042 -0.059 0.370
H 4.09178 -0.80975 -1.16147 -0.088 0.004 -0.068 0.261
H 3.59760 1.33875 1.90777 -0.084 0.081 0.102 0.253
H 3.02140 1.10109 -1.07870 0.116 -0.128 -0.140 0.375
H 1.89774 2.80776 1.22286 0.087 0.037 -0.054 0.459
H 2.06283 3.35274 -0.45713 -0.003 -0.003 0.096 0.391
C 0.08168 0.92532 0.71672 -0.293 -0.031 0.115 -0.844
C -1.43479 0.78227 0.62425 0.234 -0.112 -0.054 -0.860
H -1.75324 -0.04676 1.25760 -0.070 0.050 0.043 0.399
H -1.87993 1.70374 0.99922 -0.009 -0.006 0.022 0.413
H 0.35737 1.13205 1.75373 0.042 -0.072 -0.010 0.524
H 0.57083 -0.01682 0.42070 0.057 0.026 0.065 0.331
H 0.58509 2.64994 -2.07803 0.031 -0.074 -0.020 0.501
H 0.74877 0.89516 -1.87008 0.050 0.073 -0.007 0.199
H -1.47560 1.43467 -2.75418 -0.075 0.012 -0.088 0.498
H -1.74119 2.60255 -1.45134 -0.055 0.050 -0.048 0.428
C -3.44613 0.72781 -0.92763 0.287 0.026 0.027 -1.743
C -4.27204 -0.29761 -0.20735 -0.109 0.134 0.020 -0.232
C -4.63679 -1.48072 -0.85018 -0.112 0.007 0.034 -0.172
C -5.38693 -2.45601 -0.21854 0.003 -0.068 -0.025 -0.514
C -5.80775 -2.26304 1.08593 0.007 0.021 0.009 -0.555
C -5.49217 -1.08542 1.73758 -0.011 -0.003 0.035 -0.608
C -4.74007 -0.11492 1.09314 -0.063 -0.241 -0.088 0.681
Cl -4.44232 1.36045 1.95038 -0.054 0.169 0.160 -0.209
H -5.83415 -0.90812 2.74534 -0.011 0.040 0.084 0.428
H -6.39232 -3.01657 1.59032 -0.056 -0.064 0.056 0.386
H -5.64752 -3.36038 -0.74671 -0.017 -0.084 -0.050 0.399
H -4.33080 -1.63137 -1.87561 0.066 0.015 -0.107 0.291
H -3.70186 1.71859 -0.54874 0.006 0.028 -0.099 0.709
H -3.70668 0.69602 -1.98886 -0.022 0.025 -0.017 0.493
H -2.02248 -1.06190 -2.25536 0.071 0.076 -0.008 0.338
H -0.41124 -0.82905 -1.56871 -0.081 0.035 -0.088 0.564
```
Positions in Å, forces in eV/Å.

Calculated values
ΔE to the lowest compared entry with this formula, charge and spin   0.000 eV
F_max   0.5 eV Å⁻¹
Charge   0
SMILES string   OCC1(Cc2ccccc2Cl)CCN(C/C=C/c2ccccc2)CC1
Orbital gap   0.3320 Ha


[2]
This record from the OMol25 dataset describes a structure of composition C22H26IMoN4O5. The level of theory is the ωB97M-V functional and the def2-TZVPD basis.

Geometry as XYZ:
```
59
Properties=species:S:1:pos:R:3:forces:R:3:mulliken_charge:R:1
Mo -0.31829 0.37414 0.08015 0.067 -0.081 -0.095 -0.791
O 2.45627 0.62720 -2.86086 0.005 -0.008 0.007 -0.445
C 1.98365 0.51721 -1.79034 -0.002 0.019 0.012 -0.033
O 0.62161 0.60604 -1.55397 -0.074 -0.002 0.031 -0.266
C 2.66497 0.28834 -0.48530 0.030 -0.007 -0.005 0.950
C 4.02020 0.17177 -0.25552 0.005 -0.006 0.015 -0.805
C 4.44700 0.00606 1.06145 0.006 0.001 0.008 -0.383
C 3.51780 -0.01941 2.10144 0.001 -0.001 -0.016 -0.790
C 2.18329 0.10492 1.77457 -0.032 -0.003 0.048 0.733
N 1.78725 0.23811 0.51299 -0.011 0.020 -0.032 0.588
C 1.02478 0.15407 2.71124 0.068 0.028 -0.053 0.079
O 1.00980 0.07837 3.88269 -0.012 -0.010 0.009 -0.434
O -0.12787 0.33026 1.95060 -0.066 0.012 0.025 -0.087
H 4.71189 0.21534 -1.08728 -0.002 0.003 0.000 0.580
H 5.50311 -0.08998 1.27935 0.000 -0.002 -0.001 0.506
H 3.81153 -0.12571 3.13782 -0.002 0.001 0.002 0.578
N -0.30444 2.46669 0.15273 0.094 -0.059 -0.006 -0.189
C -0.30003 3.64087 0.06895 -0.124 -0.015 0.043 0.828
N -0.29334 4.90184 -0.01423 0.048 0.020 -0.033 -0.043
C 0.19529 5.60221 -1.25086 0.015 -0.006 0.000 -0.664
C -0.86646 6.57869 -1.72521 -0.008 0.013 0.000 -0.550
C -1.28254 7.52694 -0.60378 -0.020 0.003 -0.009 -0.666
C -1.79180 6.75280 0.60919 -0.005 0.019 0.008 -0.532
C -0.74501 5.77770 1.11866 -0.007 -0.016 0.012 -0.681
H 0.43665 4.84287 -1.99297 -0.004 0.001 0.000 0.454
H 1.11253 6.11756 -0.96040 -0.001 0.001 -0.001 0.311
H -1.73137 6.02446 -2.10024 -0.005 0.000 0.014 0.278
H -0.45500 7.13325 -2.56927 0.015 -0.006 0.003 0.359
H -2.05665 8.20438 -0.96039 -0.001 -0.005 -0.003 0.321
H -0.43269 8.15140 -0.31357 0.003 -0.003 0.002 0.334
H -2.70737 6.20918 0.36005 0.004 -0.003 -0.013 0.280
H -2.03772 7.43219 1.42610 0.009 -0.006 0.007 0.350
H -1.11382 5.13197 1.91367 -0.004 0.004 0.001 0.445
H 0.14796 6.29651 1.47161 0.003 -0.001 -0.004 0.310
C -2.53866 -2.88156 -0.35754 -0.004 0.016 -0.004 -1.327
C -1.04164 -2.91222 -0.41103 -0.043 -0.131 -0.032 1.220
C -0.44092 -3.16299 -1.75888 0.013 0.004 -0.017 -1.321
C -0.36515 -3.57643 0.74848 0.012 0.000 0.005 -1.425
O -0.63537 -1.29392 -0.14487 0.009 0.174 0.049 0.108
H -2.88059 -3.91289 -0.48048 0.019 -0.009 0.003 0.479
H -2.96269 -2.30232 -1.17634 -0.009 0.016 0.011 0.338
H -2.90537 -2.53095 0.60652 -0.003 0.004 -0.004 0.331
H -0.66958 -4.19989 -2.02194 -0.012 -0.001 0.017 0.468
H 0.64344 -3.06356 -1.75124 -0.001 0.009 0.002 0.370
H -0.87942 -2.52810 -2.52739 0.004 0.002 0.000 0.353
H -0.77006 -3.24714 1.70438 0.016 0.007 0.000 0.385
H 0.71615 -3.44948 0.71633 -0.003 0.004 0.016 0.381
H -0.56672 -4.64798 0.66028 -0.008 0.002 -0.016 0.464
I -2.44646 0.86546 -2.05472 -0.013 -0.013 0.036 0.418
C -3.34444 0.82547 -0.17856 0.038 -0.006 0.030 0.239
C -4.69300 0.95850 0.04294 -0.051 0.009 -0.061 -0.574
C -5.13406 0.90200 1.36173 0.060 -0.012 0.036 -0.296
C -4.20737 0.71964 2.37866 -0.041 0.008 -0.031 -0.856
C -2.86867 0.59596 2.06369 0.062 -0.017 0.057 -0.478
N -2.43756 0.64581 0.78981 -0.026 0.026 -0.066 0.606
H -5.37851 1.09824 -0.78162 -0.007 0.001 0.009 0.515
H -6.18842 0.99898 1.58681 -0.004 0.002 -0.011 0.472
H -4.51255 0.67103 3.41447 0.001 0.000 0.002 0.511
H -2.11894 0.45309 2.82702 -0.004 0.003 -0.005 0.694
```
Positions in Å, forces in eV/Å.

Calculated values
ΔE to the lowest compared entry with this formula, charge and spin   0.000 eV
F_max   0.2 eV Å⁻¹
Charge   +3
Orbital gap   0.2458 Ha